# 1
{
  "formula": "C21H37N5O4P2S2",
  "method": "ωB97M-V with the def2-TZVPD basis set",
  "symbols": ["C", "N", "C", "C", "P", "S", "N", "C", "C", "O", "C", "C", "N", "C", "C", "O", "C", "C", "C", "C", "P", "S", "N", "C", "C", "O", "C", "C", "N", "C", "C", "O", "C", "C", "H", "H", "H", "H", "H", "H", "H", "H", "H", "H", "H", "H", "H", "H", "H", "H", "H", "H", "H", "H", "H", "H", "H", "H", "H", "H", "H", "H", "H", "H", "H", "H", "H", "H", "H", "H", "H"],
  "xyz": [[1.12877, 1.33538, 3.35667], [0.34778, 0.88524, 2.23745], [-0.99536, 0.90904, 2.19457], [-1.42245, 0.47066, 0.95667], [-3.16957, 0.22004, 0.56329], [-4.34226, 1.09322, 1.84285], [-3.49365, -1.42174, 0.42065], [-4.08051, -2.14458, 1.53164], [-2.99120, -2.84058, 2.34603], [-2.22812, -3.70601, 1.53445], [-1.61069, -3.00260, 0.48325], [-2.64095, -2.27459, -0.38670], [-3.20167, 0.63797, -1.07717], [-4.42075, 0.34246, -1.81474], [-5.42314, 1.49524, -1.72316], [-4.84483, 2.70530, -2.15928], [-3.72634, 3.02849, -1.36734], [-2.66097, 1.93280, -1.45313], [-0.26360, 0.16401, 0.21979], [0.82173, 0.44055, 1.02921], [2.53929, -0.00927, 0.63736], [3.63030, -0.55922, 2.15425], [3.05748, 1.27479, -0.33122], [2.62823, 2.63711, -0.08708], [3.58491, 3.35062, 0.87187], [4.89851, 3.32763, 0.37095], [5.34902, 1.99903, 0.22140], [4.45309, 1.21431, -0.74002], [2.47583, -1.22313, -0.50637], [2.03926, -1.06231, -1.87842], [3.06298, -1.73751, -2.79819], [3.22020, -3.09656, -2.46808], [3.64042, -3.25189, -1.13013], [2.64018, -2.62163, -0.15953], [1.58326, 2.30620, 3.14290], [1.92089, 0.61931, 3.57792], [0.47811, 1.43501, 4.22329], [-1.59034, 1.23927, 3.02476], [-4.63572, -1.44064, 2.15572], [-4.77098, -2.89433, 1.12885], [-3.42448, -3.46108, 3.13125], [-2.33772, -2.07631, 2.79945], [-1.07160, -3.74808, -0.10527], [-0.89399, -2.27374, 0.89528], [-2.14581, -1.66501, -1.14312], [-3.27783, -3.01703, -0.88252], [-4.86514, -0.56882, -1.40971], [-4.14474, 0.17907, -2.86341], [-6.28135, 1.31254, -2.37166], [-5.76382, 1.59599, -0.68205], [-3.33942, 3.97494, -1.74892], [-4.03069, 3.15217, -0.31666], [-1.82446, 2.17749, -0.79437], [-2.29919, 1.85661, -2.48598], [-0.22970, -0.18470, -0.79210], [1.61253, 2.62821, 0.31464], [2.62690, 3.16366, -1.04910], [3.31296, 4.40156, 0.98456], [3.55324, 2.85146, 1.85473], [6.36693, 2.06128, -0.16564], [5.35892, 1.49543, 1.19913], [4.76406, 0.16653, -0.75875], [4.53199, 1.63665, -1.74857], [1.95565, -0.00065, -2.11145], [1.06917, -1.55730, -2.02469], [2.72396, -1.71218, -3.83529], [4.02886, -1.21518, -2.71663], [3.72226, -4.32565, -0.95807], [4.62630, -2.78249, -0.98947], [3.01068, -2.69648, 0.86469], [1.67840, -3.14600, -0.23560]],
  "forces_ev_per_angstrom": [[0.391, 0.191, 0.582], [-0.142, -0.085, -0.160], [-0.365, 0.005, -0.185], [-0.791, 0.063, 0.245], [0.503, -0.289, -0.547], [0.083, 0.032, 0.003], [-0.003, 0.615, 0.275], [-0.026, -0.219, 0.451], [-0.299, 0.195, 0.064], [-0.033, -0.255, 0.009], [0.096, 0.164, -0.258], [0.331, -0.226, 0.004], [0.097, -0.163, 0.834], [-0.467, 0.055, -0.159], [-0.094, -0.325, 0.054], [-0.065, 0.102, -0.235], [0.347, 0.035, 0.150], [0.002, 0.533, -0.065], [0.215, 0.243, 0.157], [0.706, -0.556, -0.390], [-0.300, 0.140, -0.643], [-0.088, 0.080, -0.088], [-0.289, -0.581, 0.573], [0.030, 0.393, 0.287], [-0.376, -0.006, -0.027], [0.103, 0.213, -0.115], [0.099, -0.325, -0.072], [0.453, 0.042, 0.023], [0.023, 0.222, 0.445], [0.235, -0.001, -0.356], [-0.240, 0.270, -0.023], [-0.039, -0.129, -0.146], [-0.136, -0.019, 0.373], [0.333, -0.367, -0.005], [-0.016, -0.052, 0.039], [-0.165, 0.146, -0.013], [-0.035, 0.024, -0.060], [-0.050, 0.069, 0.163], [0.011, -0.188, -0.063], [0.000, 0.010, 0.044], [0.007, 0.083, 0.017], [-0.061, -0.091, 0.002], [0.025, 0.095, -0.023], [-0.065, -0.127, -0.071], [-0.003, -0.121, -0.073], [0.073, 0.039, -0.058], [0.008, 0.034, -0.143], [-0.061, -0.031, 0.045], [0.020, -0.053, 0.055], [-0.001, -0.019, -0.145], [0.033, -0.037, 0.059], [0.043, 0.033, -0.129], [-0.016, 0.043, -0.163], [0.041, 0.059, 0.066], [0.056, -0.150, -0.201], [0.041, 0.107, -0.079], [-0.064, 0.023, 0.074], [-0.046, -0.063, 0.040], [-0.011, 0.090, -0.069], [-0.034, -0.067, 0.010], [0.028, 0.058, -0.151], [0.079, 0.099, -0.107], [0.048, -0.063, 0.016], [-0.040, -0.070, -0.072], [-0.017, 0.069, -0.016], [0.036, 0.072, 0.042], [-0.080, -0.014, -0.023], [0.035, 0.052, 0.042], [-0.064, -0.043, 0.021], [-0.060, -0.072, -0.144], [0.016, 0.011, 0.015]],
  "lowdin_charge": [-0.042, -0.126, -0.087, -0.318, 0.405, 0.324, -0.270, -0.210, -0.188, -0.126, -0.195, -0.174, -0.256, -0.184, -0.202, -0.132, -0.202, -0.187, -0.081, -0.305, 0.439, 0.360, -0.259, -0.174, -0.198, -0.128, -0.201, -0.196, -0.265, -0.186, -0.191, -0.127, -0.185, -0.205, 0.089, 0.011, 0.097, 0.109, 0.054, 0.128, 0.127, 0.125, 0.125, 0.110, 0.105, 0.130, 0.113, 0.128, 0.127, 0.094, 0.127, 0.100, 0.106, 0.129, 0.094, 0.109, 0.131, 0.129, 0.113, 0.129, 0.085, 0.102, 0.130, 0.117, 0.118, 0.128, 0.120, 0.128, 0.129, 0.058, 0.120],
  "homo_ev": -8.39,
  "smiles": "Cn1cc(P(=S)(N2CCOCC2)N2CCOCC2)cc1P(=S)(N1CCOCC1)N1CCOCC1",
  "lumo_ev": 0.487
}

# 2
{
  "formula": "C21H37NO15",
  "method": "ωB97M-V with the def2-TZVPD basis set",
  "symbols": ["C", "C", "C", "O", "C", "O", "O", "H", "H", "H", "H", "H", "H", "C", "C", "C", "O", "C", "O", "O", "H", "H", "H", "H", "H", "H", "C", "O", "C", "O", "O", "C", "H", "H", "H", "H", "H", "H", "C", "O", "C", "O", "O", "C", "H", "H", "H", "H", "H", "H", "C", "O", "C", "O", "O", "C", "H", "H", "H", "H", "H", "H", "C", "C", "C", "C", "N", "H", "H", "H", "H", "H", "H", "H"],
  "xyz": [[-2.46549, 1.36831, 1.39291], [-3.62656, 0.97838, 0.61882], [-3.43582, 1.60822, -0.81888], [-2.87669, 0.56073, -1.56479], [-3.03000, -0.61136, -0.93731], [-2.67161, -1.72954, -1.39220], [-3.55071, -0.36913, 0.29979], [-2.53410, 2.44806, 1.55199], [-1.58530, 1.28270, 0.81830], [-2.36241, 0.89034, 2.34515], [-4.64111, 1.16509, 1.00345], [-2.76607, 2.50366, -0.98785], [-4.44458, 1.84559, -1.10833], [-0.12269, -0.85293, -4.97333], [-0.73499, 0.51120, -5.40535], [-0.88595, 1.68848, -4.33032], [0.31741, 2.42953, -4.50755], [0.85591, 2.10361, -5.72181], [1.89913, 2.44483, -6.16296], [0.01595, 1.19624, -6.30196], [0.83724, -0.81317, -4.59950], [-0.15171, -1.41896, -5.91895], [-0.86633, -1.44137, -4.40874], [-1.64706, 0.20956, -5.86963], [-1.04893, 1.30721, -3.32449], [-1.79477, 2.22364, -4.58024], [1.48261, -1.36246, 4.39293], [1.41357, -2.71703, 4.72325], [1.44215, -3.52799, 3.62199], [1.71464, -2.96233, 2.27600], [1.26170, -4.82889, 3.84487], [1.59298, -5.77661, 2.74325], [0.60120, -1.05214, 3.74984], [2.43909, -0.95525, 3.96281], [1.45045, -0.60931, 5.26806], [2.28506, -5.22953, 2.15334], [0.76324, -5.94106, 2.03367], [2.13604, -6.72978, 3.00159], [2.60837, -3.42398, -5.24631], [1.67801, -3.25992, -4.15258], [1.95003, -3.65863, -2.86251], [3.04802, -4.51867, -2.49488], [1.07385, -3.23784, -1.95414], [1.13540, -3.65693, -0.67831], [3.54482, -3.85043, -4.89177], [2.87969, -2.53133, -5.83225], [2.24795, -4.20130, -5.91101], [1.96504, -2.99856, -0.36546], [1.27582, -4.74409, -0.64810], [0.34306, -3.29346, -0.07034], [-2.20443, 6.46314, 7.13114], [-1.26045, 6.39175, 6.00484], [-1.20662, 5.19989, 5.44459], [-1.87418, 4.02815, 6.01205], [-0.24846, 5.09965, 4.36810], [-0.08973, 3.84885, 3.73977], [-2.33072, 7.50360, 7.40893], [-1.79155, 5.90843, 7.95562], [-3.13709, 5.95258, 6.86592], [0.20063, 3.14172, 4.45150], [0.66149, 4.00613, 2.92210], [-0.97096, 3.44403, 3.19207], [1.76257, 0.42021, -1.89943], [0.64266, -0.06070, -0.99980], [1.04517, -0.32361, 0.39606], [1.54622, 0.80699, 1.14838], [1.87217, 1.71859, 1.83849], [2.15971, 1.56279, -1.73903], [1.30834, 0.55514, -2.87893], [2.61797, -0.22808, -2.05000], [0.16267, -0.86537, -1.42991], [-0.06489, 0.77989, -1.00728], [1.93199, -1.00730, 0.28718], [0.25193, -0.80786, 1.05749]],
  "forces_ev_per_angstrom": [[0.084, 1.782, 1.846], [-0.130, 1.249, -2.281], [-0.430, 1.146, 0.829], [0.102, -0.701, -0.956], [1.356, -3.476, -0.570], [-1.616, 4.539, 1.904], [0.030, -2.926, -0.905], [-0.064, 0.034, 0.346], [1.166, -0.579, -0.681], [0.078, -0.372, 0.552], [0.629, 0.152, 0.159], [-0.775, -0.966, 0.800], [-0.314, 0.156, -1.052], [-3.009, 0.246, -2.045], [-0.537, -0.315, 3.279], [-0.783, -2.170, -0.598], [0.006, 0.127, -0.096], [-0.636, -1.178, 0.668], [-0.309, 0.505, 0.063], [2.253, 0.814, -2.699], [1.882, -0.041, 1.071], [0.637, 0.093, 0.129], [0.563, 0.568, 0.535], [-0.977, 0.456, -0.247], [0.681, 0.142, 0.181], [0.140, 0.734, -0.229], [-0.271, 4.619, -0.222], [0.056, -2.653, -1.717], [1.814, 2.950, -6.515], [-1.817, -3.564, 8.122], [0.261, 0.713, 0.057], [0.416, 0.466, -0.825], [1.233, -0.533, 0.510], [-0.803, -1.380, -0.308], [-0.459, -2.158, -0.408], [0.784, 0.474, -0.633], [-0.115, -0.016, 1.034], [-1.150, 1.167, 0.840], [1.271, -1.268, 0.360], [-0.095, 0.340, 2.345], [5.891, -4.796, 1.123], [-6.716, 5.419, -2.482], [-0.956, 0.844, -6.519], [2.713, -0.058, 2.434], [0.046, 0.173, 0.449], [-0.870, 0.129, 0.763], [-0.592, 0.141, -0.112], [0.370, -1.492, 1.257], [0.271, 0.425, 0.489], [-1.286, 0.024, -0.132], [-0.088, -0.577, -0.322], [-0.396, -1.113, -0.779], [-0.874, -7.082, 1.676], [4.006, 7.287, -3.957], [-3.411, 1.864, 3.230], [-0.239, -0.008, -2.408], [0.098, 0.063, -0.384], [0.317, -0.160, 0.274], [0.227, 0.412, -0.111], [0.680, -1.216, 0.912], [-0.361, -0.133, 1.136], [0.083, 0.639, 0.716], [0.642, 3.073, -0.871], [0.296, 3.426, -0.040], [0.882, -2.047, 1.442], [0.989, 3.926, 2.802], [-1.144, -3.346, -2.608], [-0.866, -2.886, 0.306], [0.086, -0.185, -0.256], [0.156, -0.246, 0.362], [-0.973, -1.964, -0.779], [-0.287, -0.235, -0.009], [-0.875, 0.176, 0.746], [1.032, 0.346, -0.993]],
  "lowdin_charge": [-0.033, -0.330, -0.090, 0.039, -0.478, 0.093, 0.080, 0.099, 0.065, 0.097, 0.168, 0.161, 0.120, -0.003, -0.317, -0.072, 0.054, -0.522, 0.184, 0.068, 0.035, 0.094, 0.102, 0.137, 0.103, 0.123, -0.117, 0.001, -0.314, -0.131, 0.008, 0.005, 0.102, 0.105, 0.118, 0.057, 0.101, 0.116, -0.034, -0.042, -0.330, -0.089, -0.024, -0.092, 0.084, 0.101, 0.091, 0.097, 0.115, 0.084, -0.008, 0.003, -0.304, -0.116, -0.048, -0.096, 0.093, 0.090, 0.097, 0.066, 0.094, 0.083, -0.081, -0.282, -0.219, -0.205, 0.152, 0.146, 0.030, 0.074, 0.072, 0.103, 0.124, 0.142],
  "homo_ev": -10.13,
  "smiles": "C[C@H]1COC(=O)O1.C[C@H]1COC(=O)O1.COC(=O)OC.COC(=O)OC.COC(=O)OC.CCCC#N",
  "de_lowest_kj_mol": 384.9,
  "lumo_ev": 0.310
}

# 3
{
  "formula": "C21H38AsN3O5SW",
  "method": "ωB97M-V with the def2-TZVPD basis set",
  "symbols": ["W", "C", "N", "C", "C", "O", "C", "O", "C", "C", "O", "N", "C", "C", "H", "H", "H", "H", "H", "H", "H", "H", "H", "H", "H", "H", "H", "H", "H", "H", "C", "C", "C", "C", "O", "H", "H", "H", "H", "H", "H", "H", "H", "H", "C", "As", "C", "C", "C", "C", "C", "C", "C", "C", "H", "H", "H", "H", "H", "H", "H", "H", "H", "H", "H", "H", "H", "O", "S", "N"],
  "xyz": [[0.10638, 0.30771, -0.60385], [1.72460, 3.38609, 2.74452], [0.28055, 3.21242, 2.52726], [-0.57211, 4.19111, 3.21270], [-0.16668, 2.35850, 1.64353], [0.61032, 1.62143, 0.97582], [-1.65164, 2.24155, 1.33165], [-1.86538, 1.07191, 0.54581], [-2.48236, -0.04072, 1.18950], [-1.44198, -1.11685, 1.46422], [-0.25496, -0.90135, 1.08258], [-1.80004, -2.19511, 2.10537], [-0.84701, -3.27266, 2.39991], [-3.19668, -2.41806, 2.51959], [1.91496, 3.34364, 3.81467], [2.02447, 4.36115, 2.36213], [2.27020, 2.60078, 2.23534], [-0.22684, 4.29012, 4.23871], [-1.60936, 3.87384, 3.22761], [-0.49160, 5.15580, 2.71265], [-1.94642, 3.09787, 0.72065], [-2.26839, 2.22035, 2.22767], [-3.24053, -0.43758, 0.51408], [-2.96644, 0.27225, 2.11528], [0.15255, -2.95920, 2.11894], [-1.13932, -4.16325, 1.84508], [-0.88154, -3.48145, 3.46713], [-3.85724, -2.41097, 1.65387], [-3.51063, -1.67128, 3.24716], [-3.25366, -3.39490, 2.98832], [-3.01459, 0.26798, -2.67168], [-2.11688, -0.94648, -2.52955], [-1.21746, -1.11339, -3.73789], [-2.91854, -2.20976, -2.26169], [-1.28563, -0.75666, -1.34509], [-3.65928, 0.14651, -3.54312], [-2.43374, 1.18118, -2.80232], [-3.65959, 0.38615, -1.79870], [-1.82055, -1.14284, -4.64549], [-0.65155, -2.04563, -3.68631], [-0.51879, -0.27897, -3.83377], [-3.53237, -2.46718, -3.12581], [-3.59021, -2.07429, -1.41110], [-2.25577, -3.05007, -2.05609], [2.39279, -1.61183, -3.03474], [1.62655, -1.71012, -1.28087], [0.91472, -3.48295, -1.19303], [3.15342, -1.67408, -0.07039], [4.03622, -2.87691, -0.22759], [5.09613, -2.86323, -1.13091], [5.89083, -3.98790, -1.30315], [5.63583, -5.13753, -0.57040], [4.59065, -5.15702, 0.34321], [3.79792, -4.03232, 0.51276], [3.24021, -2.29801, -3.04319], [2.72910, -0.60174, -3.25125], [1.66175, -1.92491, -3.77629], [1.71437, -4.14122, -1.53443], [0.04902, -3.57300, -1.84470], [0.63977, -3.75310, -0.17680], [2.74523, -1.59436, 0.93921], [3.67132, -0.74026, -0.29157], [5.31932, -1.96031, -1.68860], [6.71621, -3.96195, -2.00166], [6.25828, -6.01233, -0.69957], [4.40014, -6.04477, 0.93114], [2.99452, -4.04808, 1.24232], [1.92142, 1.05352, -1.27568], [1.29021, 2.30885, -1.93599], [-0.18360, 1.95218, -1.74715]],
  "forces_ev_per_angstrom": [[-1.768, -0.238, -0.360], [-0.142, -0.028, -0.013], [0.042, 0.155, 0.036], [0.063, -0.131, -0.057], [-0.150, -0.090, -0.108], [0.287, 0.019, 0.163], [0.062, 0.083, -0.010], [0.181, -0.052, 0.041], [-0.008, -0.104, -0.034], [-0.060, 0.270, 0.023], [0.099, -0.525, 0.307], [-0.114, -0.223, 0.082], [-0.051, 0.139, -0.038], [0.167, 0.063, -0.046], [0.039, 0.007, 0.000], [0.037, -0.002, 0.008], [0.018, 0.015, 0.010], [-0.003, 0.008, 0.008], [-0.015, 0.040, 0.000], [-0.023, 0.023, 0.027], [-0.025, -0.003, 0.014], [0.000, -0.012, -0.001], [-0.002, 0.041, -0.012], [-0.019, -0.002, -0.008], [-0.006, -0.023, 0.012], [0.036, -0.025, 0.013], [0.030, -0.031, 0.003], [-0.041, 0.011, 0.023], [-0.036, -0.001, -0.003], [-0.015, -0.005, -0.003], [-0.126, 0.074, -0.121], [0.074, 0.167, 0.311], [0.075, -0.023, -0.131], [-0.090, -0.009, -0.082], [0.406, -0.079, 0.148], [-0.014, 0.018, 0.013], [0.026, -0.043, 0.002], [0.022, -0.019, 0.021], [0.012, -0.034, -0.007], [-0.018, -0.002, 0.035], [-0.049, 0.038, 0.040], [0.012, 0.032, 0.004], [0.018, 0.015, 0.014], [0.017, -0.015, 0.005], [0.087, -0.139, -0.132], [0.019, 0.554, 0.116], [0.022, -0.217, -0.039], [0.045, -0.040, 0.093], [0.072, 0.009, 0.000], [0.007, 0.000, -0.018], [-0.018, 0.009, 0.014], [-0.002, -0.023, 0.007], [0.006, 0.025, -0.010], [-0.030, -0.004, -0.002], [0.001, 0.025, -0.108], [0.023, 0.015, 0.048], [0.012, 0.000, -0.003], [-0.102, -0.105, 0.031], [0.008, 0.029, -0.022], [0.002, 0.042, 0.023], [0.001, -0.034, -0.005], [0.024, -0.021, -0.010], [-0.009, 0.003, 0.001], [0.003, 0.003, 0.000], [0.001, 0.000, -0.003], [0.006, -0.005, 0.001], [0.001, 0.002, 0.000], [1.063, 0.107, 0.156], [-0.313, 0.104, -0.263], [0.122, 0.165, -0.207]],
  "lowdin_charge": [1.532, 0.029, -0.097, 0.018, -0.352, -0.142, -0.048, -0.205, -0.061, -0.369, -0.147, -0.085, 0.020, 0.019, 0.108, 0.113, 0.095, 0.109, 0.089, 0.117, 0.166, 0.135, 0.137, 0.146, 0.081, 0.111, 0.112, 0.106, 0.108, 0.107, -0.024, -0.649, -0.028, -0.015, -0.399, 0.104, 0.071, 0.083, 0.106, 0.071, 0.082, 0.105, 0.080, 0.077, -0.221, 1.133, -0.217, -0.281, -0.322, -0.059, -0.058, -0.064, -0.063, -0.068, 0.039, 0.039, 0.033, 0.054, 0.025, 0.024, 0.080, 0.082, 0.117, 0.114, 0.113, 0.112, 0.107, -0.763, 0.905, -0.481],
  "multiplicity": 3,
  "homo_ev": [-13.37, -13.45],
  "de_lowest_kj_mol": 29.2,
  "total_charge": 2,
  "lumo_ev": [-6.185, -7.049]
}

Number 3 is which compound? C21H38AsN3O5SW